Record 1
One molecule with the formula Cl4HISi2 at a distorted geometry. Source: OMol25; level of theory: wB97M-V/def2-TZVPD.

Geometry as XYZ:
```
8
Cl4HISi2 wB97M-V/def2-TZVPD
Si 1.057 -0.710 -0.001
Si -0.929 0.634 0.315
Cl -2.053 0.373 1.968
Cl 0.529 -2.148 -1.266
Cl -0.696 2.650 0.301
Cl 2.860 -0.144 -0.898
I -2.291 0.163 -1.732
H 1.523 -0.817 1.313
```

Output
Max |F| ... 0.037 hartree/bohr
Energy ... -73967.86223 eV
Energy relative to the best compared isomer or geometry (same formula, charge and spin) ... 0.00 kcal/mol
Highest occupied orbital energy ... -9.9 eV
Net charge ... 0
SMILES string ... Cl[SiH](Cl)[Si](Cl)(Cl)I
Frontier orbital gap ... 9.3 eV

Record 2
Cl4Mg as an isolated structure. Source: OMol25; level of theory: wB97M-V/def2-TZVPD.

Geometry as XYZ:
```
5
Cl4Mg wB97M-V/def2-TZVPD
Mg 15.326 8.592 6.778
Cl 15.714 7.915 8.936
Cl 14.170 6.937 5.552
Cl 13.845 10.607 6.644
Cl 17.414 8.890 5.556
```

Output
Max |F| ... 0.017 hartree/bohr
Energy ... -55543.32665 eV
Energy relative to the best compared isomer or geometry (same formula, charge and spin) ... 1.79 kcal/mol
Highest occupied orbital energy ... -2.2 eV
Net charge ... -2
Frontier orbital gap ... 8.5 eV

Record 3
A 2-piece molecular cluster, ClF3Si overall at a distorted geometry. Source: OMol25; level of theory: wB97M-V/def2-TZVPD.

Geometry as XYZ:
```
5
ClF3Si wB97M-V/def2-TZVPD
F 2.646 -0.319 0.112
F -0.893 0.762 -1.270
F -1.266 0.653 1.187
Si -0.458 -0.095 -0.007
Cl -0.475 -2.047 -0.061
```

Output
Max |F| ... 0.049 hartree/bohr
Energy ... -28553.17816 eV
Energy relative to the best compared isomer or geometry (same formula, charge and spin) ... 139.23 kcal/mol
Highest occupied orbital energy (spin up / spin down) ... -10.4 / -10.4 eV
Net charge ... 0
Frontier orbital gap (spin up / spin down) ... 7.1 / 7.1 eV

Record 4
One molecule with the formula ClFH2NOP at a distorted geometry. Source: OMol25; level of theory: wB97M-V/def2-TZVPD.

Geometry as XYZ:
```
7
ClFH2NOP wB97M-V/def2-TZVPD
N 1.087 -0.787 -0.660
O 0.318 0.803 1.245
F -0.573 1.347 -0.970
P -0.060 0.096 -0.142
Cl -1.907 -0.820 0.353
H 0.998 -0.869 -1.750
H 0.137 0.230 1.924
```

Output
Max |F| ... 0.074 hartree/bohr
Energy ... -28100.76265 eV
Energy relative to the best compared isomer or geometry (same formula, charge and spin) ... 3.49 kcal/mol
Highest occupied orbital energy ... -10.5 eV
Net charge ... 0
SMILES string ... N=[P@@](O)(F)Cl
Frontier orbital gap ... 10.8 eV

Record 5
ClFH3P as an isolated structure at a distorted geometry. Source: OMol25; level of theory: wB97M-V/def2-TZVPD.

Geometry as XYZ:
```
6
ClFH3P wB97M-V/def2-TZVPD
F 1.762 -0.017 -0.535
P 0.218 0.090 -0.472
H -0.323 -0.784 -1.427
H -0.110 1.392 -0.872
H -0.366 -0.225 0.883
Cl -1.182 -0.456 2.423
```

Output
Max |F| ... 0.036 hartree/bohr
Energy ... -24576.28650 eV
Highest occupied orbital energy ... -9.2 eV
Net charge ... 0
Frontier orbital gap ... 8.5 eV

Record 6
A 2-piece molecular cluster, ClFHOPS overall at a distorted geometry. Source: OMol25; level of theory: wB97M-V/def2-TZVPD.

Geometry as XYZ:
```
6
ClFHOPS wB97M-V/def2-TZVPD
O -0.936 -0.259 1.971
F 2.005 0.188 -1.336
P -1.107 0.051 0.603
S -0.768 1.780 -0.129
Cl -1.620 -1.528 -0.520
H 2.426 -0.231 -0.591
```

Output
Max |F| ... 0.072 hartree/bohr
Energy ... -37428.65827 eV
Energy relative to the best compared isomer or geometry (same formula, charge and spin) ... 46.21 kcal/mol
Highest occupied orbital energy ... -10.2 eV
Net charge ... 0
SMILES string ... O=P(=S)Cl.F
Frontier orbital gap ... 9.5 eV

Record 7
A 2-piece molecular cluster, ClFIPS overall at a distorted geometry. Source: OMol25; level of theory: wB97M-V/def2-TZVPD.

Geometry as XYZ:
```
5
ClFIPS wB97M-V/def2-TZVPD
F -0.890 1.222 0.797
P 0.387 0.230 1.172
S 0.073 -1.164 -2.297
Cl 0.017 -2.970 -2.932
I 2.219 1.790 1.250
```

Output
Max |F| ... 0.033 hartree/bohr
Energy ... -43463.43605 eV
Energy relative to the best compared isomer or geometry (same formula, charge and spin) ... 81.91 kcal/mol
Highest occupied orbital energy (spin up / spin down) ... -9.4 / -8.6 eV
Net charge ... 0
Frontier orbital gap (spin up / spin down) ... 7.9 / 6.2 eV

Record 8
ClH12LiO6 as an isolated structure at a distorted geometry. Source: OMol25; level of theory: wB97M-V/def2-TZVPD.

Geometry as XYZ:
```
20
ClH12LiO6 wB97M-V/def2-TZVPD
Li -2.245 14.835 -10.485
Cl -2.099 13.034 -10.742
O -0.460 14.332 -12.520
H -0.740 13.691 -11.867
H 0.495 14.340 -12.456
O -4.409 12.611 -11.701
H -4.300 11.683 -11.911
H -3.558 12.879 -11.355
O -0.359 11.232 -10.133
H -0.729 10.536 -10.677
H -0.737 12.038 -10.486
O -4.415 12.545 -8.925
H -3.637 12.590 -9.481
H -4.973 11.891 -9.345
O -2.956 10.762 -9.573
H -2.927 10.735 -8.616
H -2.164 11.236 -9.825
O -2.350 13.119 -8.269
H -2.127 12.937 -9.182
H -1.537 12.963 -7.789
```

Output
Max |F| ... 0.089 hartree/bohr
Energy ... -25204.10855 eV
Energy relative to the best compared isomer or geometry (same formula, charge and spin) ... 138.01 kcal/mol
Highest occupied orbital energy ... -9.4 eV
Net charge ... 0
Frontier orbital gap ... 8.5 eV

Record 9
A 12-piece molecular cluster, ClH22O15 overall at a distorted geometry. Source: OMol25; level of theory: wB97M-V/def2-TZVPD.

Geometry as XYZ:
```
38
ClH22O15 wB97M-V/def2-TZVPD
Cl -0.342 -0.394 0.653
O 0.208 0.147 -0.584
O -0.914 -1.759 0.339
O 0.799 -0.545 1.668
O -1.339 0.561 1.214
O 2.991 0.440 0.729
H 2.088 0.295 1.070
H 3.040 -0.278 0.072
O 0.617 -4.742 0.518
H 0.546 -5.581 0.011
H 0.525 -4.057 -0.207
O 0.607 -2.833 -1.546
H -0.034 -2.483 -0.925
H 0.569 -2.106 -2.140
O -3.202 3.154 2.049
H -2.368 2.706 2.220
H -2.923 3.991 1.678
O -0.257 2.758 -0.306
H -0.120 3.636 -0.634
H 0.517 2.204 -0.485
O 1.091 -0.263 -2.996
H 1.314 0.569 -3.460
H 0.770 0.094 -2.152
O 2.406 -2.690 1.123
H 1.866 -3.459 1.140
H 1.824 -1.994 1.447
O -3.191 1.105 -0.839
H -3.190 1.950 -1.204
H -2.671 1.204 -0.031
O -3.316 -1.906 -0.885
H -2.424 -1.931 -0.469
H -3.782 -1.178 -0.503
O 2.306 2.198 -1.284
H 2.532 3.055 -0.832
H 2.744 1.463 -0.805
O 0.454 2.479 2.359
H -0.054 2.646 1.532
H 0.312 1.545 2.455
```

Output
Max |F| ... 0.070 hartree/bohr
Energy ... -43587.75469 eV
Energy relative to the best compared isomer or geometry (same formula, charge and spin) ... 17.43 kcal/mol
Highest occupied orbital energy ... -7.6 eV
Net charge ... -1
Frontier orbital gap ... 10.1 eV

Record 10
A 12-piece molecular cluster, ClH22O15 overall at a distorted geometry. Source: OMol25; level of theory: wB97M-V/def2-TZVPD.

Geometry as XYZ:
```
38
ClH22O15 wB97M-V/def2-TZVPD
Cl 1.106 0.095 0.368
O 0.759 -0.770 1.455
O 0.217 1.235 0.524
O 2.507 0.489 0.444
O 0.654 -0.534 -0.835
O -1.338 -2.237 -5.923
H -1.336 -1.803 -5.069
H -2.252 -2.481 -6.066
O -1.074 1.890 5.519
H -0.500 1.600 4.810
H -1.142 2.837 5.401
O -5.443 3.458 -0.252
H -4.893 2.698 -0.443
H -5.949 3.596 -1.053
O -3.076 -3.691 2.201
H -2.161 -3.416 2.258
H -3.053 -4.636 2.352
O 2.238 -5.910 2.124
H 2.713 -5.435 2.806
H 1.749 -5.232 1.657
O 4.727 4.497 -1.296
H 4.087 3.796 -1.177
H 5.425 4.292 -0.673
O -2.107 6.018 -0.425
H -1.505 5.488 0.097
H -2.959 5.596 -0.313
O 5.880 -2.266 -2.465
H 6.369 -2.711 -1.772
H 5.260 -1.706 -1.999
O -4.332 -0.539 -1.268
H -3.413 -0.795 -1.183
H -4.814 -1.365 -1.250
O -2.196 2.269 -4.083
H -1.358 1.809 -4.042
H -2.688 1.813 -4.765
O 4.472 -2.957 4.600
H 4.220 -2.037 4.522
H 5.206 -2.954 5.214
```

Output
Max |F| ... 0.066 hartree/bohr
Energy ... -43586.32657 eV
Energy relative to the best compared isomer or geometry (same formula, charge and spin) ... 50.37 kcal/mol
Highest occupied orbital energy ... -6.1 eV
Net charge ... -1
Frontier orbital gap ... 8.3 eV

Record 11
ClH2NO2P as an isolated structure at a distorted geometry. Source: OMol25; level of theory: wB97M-V/def2-TZVPD.

Geometry as XYZ:
```
7
ClH2NO2P wB97M-V/def2-TZVPD
N 0.514 -0.041 -0.150
O 1.604 2.110 1.178
O -1.452 2.454 0.743
P 0.526 1.677 0.260
Cl 1.016 2.512 -1.532
H 0.027 -0.401 0.570
H 0.034 -0.180 -1.035
```

Output
Max |F| ... 0.113 hartree/bohr
Energy ... -27429.50763 eV
Energy relative to the best compared isomer or geometry (same formula, charge and spin) ... 100.99 kcal/mol
Highest occupied orbital energy (spin up / spin down) ... -4.0 / -4.0 eV
Net charge ... -1
Frontier orbital gap (spin up / spin down) ... 7.7 / 7.7 eV

Record 12
One molecule with the formula ClH2NO2S at a distorted geometry. Source: OMol25; level of theory: wB97M-V/def2-TZVPD.

Geometry as XYZ:
```
7
ClH2NO2S wB97M-V/def2-TZVPD
N 1.293 0.013 -0.281
O 0.193 -0.702 -0.771
O -1.298 -1.485 1.057
S -1.277 -0.715 -0.157
Cl -1.359 1.452 0.345
H 1.287 1.006 -0.836
H 1.161 0.431 0.643
```

Output
Max |F| ... 0.087 hartree/bohr
Energy ... -28972.54410 eV
Energy relative to the best compared isomer or geometry (same formula, charge and spin) ... 44.57 kcal/mol
Highest occupied orbital energy ... -10.7 eV
Net charge ... 0
Frontier orbital gap ... 9.9 eV

Record 13
A 2-piece molecular cluster, ClH2NOS overall at a distorted geometry. Source: OMol25; level of theory: wB97M-V/def2-TZVPD.

Geometry as XYZ:
```
6
ClH2NOS wB97M-V/def2-TZVPD
N -1.696 0.004 -0.007
O 1.785 -0.714 1.528
S 1.491 -0.532 0.087
Cl 1.802 1.417 -0.384
H -1.768 -0.941 -0.458
H -1.614 0.766 -0.766
```

Output
Max |F| ... 0.039 hartree/bohr
Energy ... -26924.52068 eV
Energy relative to the best compared isomer or geometry (same formula, charge and spin) ... 0.00 kcal/mol
Highest occupied orbital energy (spin up / spin down) ... -9.3 / -11.1 eV
2S+1 ... 3
Net charge ... 0
⟨S²⟩ ... 2.008
Frontier orbital gap (spin up / spin down) ... 9.3 / 9.3 eV

Record 14
A 2-piece molecular cluster, ClH2O overall at a distorted geometry. Source: OMol25; level of theory: wB97M-V/def2-TZVPD.

Geometry as XYZ:
```
4
ClH2O wB97M-V/def2-TZVPD
O 0.512 -0.915 -0.353
H -0.127 -1.528 0.076
H 0.244 -0.020 -0.043
Cl -0.629 2.463 0.320
```

Output
Max |F| ... 0.023 hartree/bohr
Energy ... -14604.65547 eV
Energy relative to the best compared isomer or geometry (same formula, charge and spin) ... 2.93 kcal/mol
Highest occupied orbital energy ... -3.8 eV
Net charge ... -1
Frontier orbital gap ... 8.3 eV

Record 15
One molecule with the formula ClH2OPS2 at a distorted geometry. Source: OMol25; level of theory: wB97M-V/def2-TZVPD.

Geometry as XYZ:
```
7
ClH2OPS2 wB97M-V/def2-TZVPD
O -0.041 0.015 1.316
P 0.313 -0.197 -0.234
S 0.153 -2.130 -0.627
S -0.986 1.296 -0.856
Cl 2.150 0.716 -0.203
H 0.264 -0.419 2.115
H -1.852 0.718 -1.511
```

Output
Max |F| ... 0.082 hartree/bohr
Energy ... -45563.13582 eV
Energy relative to the best compared isomer or geometry (same formula, charge and spin) ... 12.13 kcal/mol
Highest occupied orbital energy ... -9.4 eV
Net charge ... 0
SMILES string ... O[P@@](=S)(S)Cl
Frontier orbital gap ... 9.2 eV

Record 16
A 2-piece molecular cluster, ClH2OPS2 overall at a distorted geometry. Source: OMol25; level of theory: wB97M-V/def2-TZVPD.

Geometry as XYZ:
```
7
ClH2OPS2 wB97M-V/def2-TZVPD
O -1.564 0.100 0.045
P 1.292 0.190 0.267
S 1.232 1.956 1.038
S 1.078 -1.535 1.190
Cl 1.101 0.048 -1.767
H -1.473 -0.913 0.142
H -1.666 0.153 -0.916
```

Output
Max |F| ... 0.052 hartree/bohr
Energy ... -45562.50315 eV
Energy relative to the best compared isomer or geometry (same formula, charge and spin) ... 26.72 kcal/mol
Highest occupied orbital energy ... -9.6 eV
Net charge ... 0
Frontier orbital gap ... 7.9 eV

Record 17
A 2-piece molecular cluster, ClH3N2O overall at a distorted geometry. Source: OMol25; level of theory: wB97M-V/def2-TZVPD.

Geometry as XYZ:
```
7
ClH3N2O wB97M-V/def2-TZVPD
N -0.278 0.516 0.954
N 0.705 -1.065 -1.292
O -0.606 -0.709 1.003
Cl 0.840 0.527 -1.147
H -0.984 1.201 0.670
H 0.529 0.842 1.492
H -0.207 -1.311 -1.680
```

Output
Max |F| ... 0.034 hartree/bohr
Energy ... -17593.28597 eV
Energy relative to the best compared isomer or geometry (same formula, charge and spin) ... 26.93 kcal/mol
Highest occupied orbital energy (spin up / spin down) ... -8.9 / -9.4 eV
Net charge ... 0
Frontier orbital gap (spin up / spin down) ... 8.5 / 9.6 eV

Record 18
ClH3N2S2 as an isolated structure at a distorted geometry. Source: OMol25; level of theory: wB97M-V/def2-TZVPD.

Geometry as XYZ:
```
8
ClH3N2S2 wB97M-V/def2-TZVPD
N 0.350 0.381 -0.860
N 1.407 -0.145 -0.436
S 2.629 0.933 0.406
S 1.726 -1.704 -0.596
Cl 0.170 2.036 -0.632
H -1.765 -0.414 0.074
H 3.404 -0.112 0.696
H -2.484 -0.109 0.099
```

Output
Max |F| ... 0.142 hartree/bohr
Energy ... -37215.37144 eV
Energy relative to the best compared isomer or geometry (same formula, charge and spin) ... 25.90 kcal/mol
Highest occupied orbital energy (spin up / spin down) ... -7.4 / -9.8 eV
2S+1 ... 3
Net charge ... 0
⟨S²⟩ ... 2.008
Frontier orbital gap (spin up / spin down) ... 7.2 / 7.0 eV

Record 19
A 2-piece molecular cluster, ClH3NP overall at a distorted geometry. Source: OMol25; level of theory: wB97M-V/def2-TZVPD.

Geometry as XYZ:
```
6
ClH3NP wB97M-V/def2-TZVPD
N -0.366 -0.561 -1.133
P 0.773 -0.071 1.155
Cl -0.001 1.775 1.048
H -0.291 0.426 -1.247
H 0.366 -1.129 -1.525
H -0.481 -0.440 1.703
```

Output
Max |F| ... 0.075 hartree/bohr
Energy ... -23347.58606 eV
Energy relative to the best compared isomer or geometry (same formula, charge and spin) ... 64.00 kcal/mol
Highest occupied orbital energy (spin up / spin down) ... -9.5 / -9.0 eV
Net charge ... 0
Frontier orbital gap (spin up / spin down) ... 8.3 / 8.0 eV

Record 20
A 2-piece molecular cluster, ClH4N2PS overall at a distorted geometry. Source: OMol25; level of theory: wB97M-V/def2-TZVPD.

Geometry as XYZ:
```
9
ClH4N2PS wB97M-V/def2-TZVPD
N -2.189 -0.625 1.127
N -1.028 0.913 -0.457
P -0.943 -0.504 0.273
S 0.713 -1.613 -0.044
Cl 3.759 0.472 -0.085
H 4.205 0.139 -1.244
H -2.420 -1.363 1.703
H -1.914 1.420 -0.324
H -0.183 1.162 -0.948
```

Output
Max |F| ... 0.064 hartree/bohr
Energy ... -35692.12126 eV
Energy relative to the best compared isomer or geometry (same formula, charge and spin) ... 39.20 kcal/mol
Highest occupied orbital energy ... -9.3 eV
Net charge ... 0
Frontier orbital gap ... 9.8 eV